# 1
ORCA calculation (the ωB97M-V functional and the def2-TZVPD basis) on a molecular structure, C12H21O5PS in a non-equilibrium geometry.

The geometry in XYZ format:
```
40
Properties=species:S:1:pos:R:3:forces:R:3
O -1.38392 0.88025 -0.68105 2.42 -1.87 -2.73
P -0.51100 0.22384 -1.75780 -1.58 2.45 1.11
O -0.56577 1.23281 -3.15097 1.08 -3.36 1.70
O -1.15007 -1.29867 -2.19841 1.61 1.81 0.15
S -2.80655 -1.14541 -2.55150 -1.05 -0.36 -0.23
O 1.12325 0.06696 -1.35826 -3.31 -0.41 -0.75
C 1.34887 0.08431 0.08572 0.67 1.31 1.80
C 2.92363 0.23426 0.33872 -0.39 -1.01 -0.19
C 3.80315 -0.99869 -0.25512 -0.02 0.07 1.69
C 3.77074 -2.14758 0.87752 0.19 -1.75 1.30
C 5.02023 -2.35862 1.76806 -3.52 -2.58 0.90
C 4.92906 -3.44648 2.87307 -2.48 0.69 -1.91
C 3.63416 -4.29070 3.11091 0.07 2.26 -2.58
C 2.40402 -4.07992 2.19799 3.24 2.44 -0.52
C 2.49618 -2.99447 1.09011 2.50 -0.83 2.21
H -0.15346 0.71256 -3.88922 -0.46 0.76 0.59
H -3.14502 -2.35389 -3.18026 1.18 0.90 0.59
H 0.86000 1.03137 0.52976 0.63 -1.52 -0.80
H 0.86266 -0.79999 0.61926 0.87 1.02 -0.95
H 3.28835 1.22363 -0.10251 -0.61 -1.32 0.70
H 3.07232 0.18904 1.48482 -0.23 0.45 -1.86
H 3.44641 -1.36184 -1.27400 0.41 0.49 1.44
H 4.87876 -0.60517 -0.32894 -1.53 -0.79 -0.05
H 5.98279 -1.74785 1.65051 -1.73 -1.03 0.07
H 5.85761 -3.60807 3.51589 -1.60 0.13 -0.90
H 3.58768 -5.06808 3.95434 0.20 1.39 -1.51
H 1.42088 -4.65831 2.31769 1.82 0.92 -0.09
H 1.57728 -2.83612 0.43910 1.53 -0.22 0.84
C -5.13870 3.46819 -1.74247 -0.24 0.06 -0.20
C -5.20619 3.28508 -0.23429 0.62 -0.12 -0.28
C -3.93762 3.78410 0.43833 0.07 0.16 0.26
O -5.38822 1.90811 0.07109 -0.37 -0.12 0.13
H -4.30472 2.90018 -2.16757 0.07 0.09 0.12
H -6.05054 3.09375 -2.21586 0.02 0.09 0.08
H -5.01431 4.52154 -2.00741 0.02 -0.07 -0.02
H -6.07210 3.82282 0.16210 -0.01 -0.22 0.04
H -3.06359 3.22589 0.08726 -0.08 0.03 -0.12
H -3.99379 3.63601 1.52022 -0.07 0.06 -0.09
H -3.77617 4.84687 0.23848 0.02 -0.05 0.02
H -4.62629 1.42828 -0.27529 0.04 0.03 0.06
```
Positions in Å, forces in eV/Å.

Its total energy is -43143.14799 eV. The spin multiplicity is 1. The LUMO energy comes out at -0.198 eV.

Results of the Mulliken charge analysis, in e, for atoms 1 through 2: O -0.5559; P 0.8184

***

# 2
ORCA calculation (the ωB97M-V functional and the def2-TZVPD basis) on 2 unconnected molecules or ions with the total composition C12H22BCl2IN3O4 in a non-equilibrium geometry.

The geometry in XYZ format:
```
45
Properties=species:S:1:pos:R:3:forces:R:3
C -4.03159 -3.69084 -2.47098 0.94 -0.26 0.07
C -2.56523 -3.16380 -2.55302 -0.82 0.45 -0.47
B -2.37702 -1.61950 -2.00440 0.36 -1.43 -0.08
N -3.78029 -0.85823 -1.93561 0.52 0.93 -0.28
C -4.02895 -0.34869 -3.00334 -1.22 -1.51 -0.32
O -4.42341 -0.08773 -4.09238 0.39 0.80 0.53
O -1.70188 -1.73591 -0.67622 0.16 0.98 0.68
C -0.42447 -1.16662 -0.87792 -1.15 0.88 0.86
C 0.29367 -0.65770 0.38030 -0.57 -0.45 -0.04
C 0.20248 -1.62736 1.57474 0.65 1.07 -0.21
C 1.30049 -1.28508 2.60849 0.02 -0.46 -0.61
I 0.59049 0.17677 4.03478 0.03 -0.46 -0.24
C -0.78349 -0.00507 -1.84605 0.83 -2.34 -3.33
C 0.49507 0.56254 -2.58334 -0.91 0.66 0.25
Cl 0.42910 0.30332 -4.38102 0.25 0.05 0.37
C 0.76010 2.08010 -2.37604 0.68 -0.73 0.81
C -0.03126 2.73896 -1.25462 -0.14 0.49 -0.34
Cl 2.53853 2.23769 -1.91183 -0.17 0.11 -0.24
O -1.46413 -0.80070 -2.85002 -0.18 -0.09 1.06
H -4.55072 -3.33384 -1.57656 0.02 0.13 -0.20
H -4.01697 -4.78867 -2.40096 -0.26 0.13 -0.31
H -4.55068 -3.36431 -3.37691 -0.30 -0.16 0.29
H -2.26312 -3.18457 -3.61321 0.02 -0.14 0.19
H -1.90209 -3.85151 -2.01200 0.02 0.26 -0.01
H 0.15187 -1.98222 -1.35320 0.51 0.76 -0.37
H 1.34483 -0.49490 0.10122 -0.13 0.07 0.12
H -0.14497 0.30941 0.65496 0.14 -0.12 0.13
H -0.78054 -1.48968 2.02682 0.00 -0.61 -0.14
H 0.35790 -2.64235 1.19438 -0.19 -0.01 0.29
H 1.67493 -2.17398 3.12064 -0.33 0.29 0.42
H 2.16393 -0.84290 2.10672 -0.16 0.19 0.21
H -1.58898 0.67501 -1.55304 0.86 0.41 0.93
H 1.35053 -0.01512 -2.23947 -0.04 0.11 -0.13
H 0.67585 2.57987 -3.33728 -0.07 0.18 0.25
H -0.08378 2.14621 -0.34109 0.06 -0.10 -0.22
H 0.43145 3.69301 -0.98452 -0.09 -0.09 -0.16
H -1.04573 2.94288 -1.61673 0.07 -0.11 0.19
C 3.95432 3.07564 4.65351 -0.11 -0.06 0.03
O 3.92336 3.03491 3.43897 0.07 0.04 0.02
N 4.94367 3.73608 5.33900 0.16 0.10 0.02
N 3.01489 2.47186 5.43924 -0.17 0.00 -0.05
H 4.99159 3.78405 6.33808 -0.04 -0.02 0.00
H 5.65113 4.19112 4.79379 -0.02 -0.02 -0.02
H 2.26782 1.97309 4.97565 0.26 0.06 0.06
H 3.03131 2.49875 6.44045 0.05 0.02 -0.01
```
Positions in Å, forces in eV/Å.

Its total energy is -59288.11304 eV. As for the total charge: -1. The spin multiplicity is 1. The LUMO energy comes out at 1.897 eV.

Results of the Mulliken charge analysis, in e, for atoms 1 through 2: C -1.1374; C -0.5176

***

# 3
ORCA calculation (the ωB97M-V functional and the def2-TZVPD basis) on a molecular structure, C12H22Br3CuN4 in a non-equilibrium geometry.

The geometry in XYZ format:
```
42
Properties=species:S:1:pos:R:3:forces:R:3
Cu -1.84893 -1.52871 -0.78008 -0.81 0.01 -0.45
C 5.23332 -0.46582 -6.09516 -0.29 -0.22 -0.47
C 5.22956 -0.26976 -4.58988 -0.66 0.03 -0.23
N 3.88728 -0.52089 -4.03215 0.30 -0.61 0.03
C 3.43220 -1.72358 -3.52690 0.56 -0.12 0.30
C 2.19754 -1.51968 -3.02842 -0.42 0.11 -0.24
N 1.88212 -0.20147 -3.28995 -0.33 -0.64 0.44
C 2.91469 0.36414 -3.88172 -0.19 0.78 -0.06
C 0.59478 0.41368 -2.90611 0.41 0.65 -0.74
H 5.04666 -1.50108 -6.38875 0.02 -0.05 0.28
H 6.17374 -0.18426 -6.56626 0.06 0.16 0.22
H 4.42613 0.10923 -6.55355 0.14 0.16 0.02
H 5.45223 0.76181 -4.32296 0.35 -0.09 0.01
H 5.90118 -0.96338 -4.09128 0.14 0.19 0.09
H 4.05404 -2.59886 -3.46941 0.04 0.01 -0.17
H 1.47389 -2.18893 -2.58000 -0.08 0.04 -0.05
H 2.95715 1.40236 -4.16583 0.06 -0.02 -0.04
H -0.08529 0.37783 -3.75289 -0.16 -0.43 0.14
H 0.77754 1.47126 -2.72110 -0.01 -0.10 0.45
H 0.20298 -0.12768 -2.05718 -0.22 0.16 0.06
C -1.21632 2.37191 5.78137 0.58 -0.52 0.10
C -1.54268 0.89224 5.92332 -0.45 -0.04 -0.86
N -2.28005 0.45151 4.72448 0.27 -0.10 0.42
C -1.71900 0.12245 3.50846 0.56 0.13 0.34
C -2.72814 -0.10114 2.64777 -0.42 -0.23 -0.03
N -3.88484 0.11044 3.34929 -0.18 -0.17 -0.43
C -3.59531 0.40705 4.60046 -0.30 0.42 0.17
C -5.22261 -0.03002 2.79621 -0.32 0.09 -0.30
H -0.50692 2.66365 6.55547 -0.20 0.16 0.13
H -2.11369 2.98129 5.81273 0.02 0.13 -0.01
H -0.69515 2.49245 4.83185 -0.15 0.27 -0.07
H -2.18993 0.66344 6.76574 0.23 0.00 0.22
H -0.64661 0.27691 5.93161 0.05 0.03 0.37
H -0.65217 0.05409 3.39702 -0.01 0.00 -0.11
H -2.80910 -0.54462 1.67424 0.29 0.22 -0.44
H -4.32329 0.61011 5.36600 0.08 0.06 0.08
H -5.78952 0.88819 2.94191 -0.01 -0.05 0.37
H -5.68732 -0.89932 3.25100 -0.22 0.04 -0.13
H -5.16294 -0.16446 1.71913 0.28 -0.31 0.07
Br -2.33183 1.05822 -0.70696 0.42 -0.71 0.10
Br -3.75364 -2.68453 0.90083 0.56 0.18 -0.37
Br -1.05171 -2.72607 -2.97233 0.02 0.39 0.79
```
Positions in Å, forces in eV/Å.

Its total energy is -273529.96417 eV. The spin multiplicity is 1. The LUMO energy comes out at -0.010 eV.

Results of the Mulliken charge analysis, in e, for atoms 1 through 2: Cu 0.2066; C -1.0463

***

# 4
ORCA calculation (the ωB97M-V functional and the def2-TZVPD basis) on a molecular structure, C12H22BrF3I2NO4P2 in a non-equilibrium geometry.

The geometry in XYZ format:
```
47
Properties=species:S:1:pos:R:3:forces:R:3
C 5.73922 0.13548 4.22603 -0.77 0.33 -1.17
C 4.66563 0.67536 3.18761 0.34 -0.92 1.36
I 5.68395 1.19393 1.35405 -0.43 0.28 0.47
C 3.46580 -0.31818 3.00485 0.66 1.85 -0.43
I 3.94238 -2.08607 1.86193 -0.10 0.34 0.50
C 2.23392 0.49947 2.46839 -1.07 -1.05 0.23
C 1.07096 0.14737 3.49578 0.18 0.27 -2.06
C -0.21284 0.61919 2.71779 -0.53 -2.72 1.19
N 0.20060 0.80673 1.28032 0.42 2.89 1.55
P -1.06458 0.57167 0.00309 -1.84 -1.50 -2.49
C -1.32805 2.33461 -0.61347 0.60 -0.28 1.54
O -2.53398 0.18080 0.73887 2.17 0.89 -0.05
C 1.51766 0.06606 1.13209 -1.31 -1.15 0.58
P 2.44695 0.20155 -0.51511 1.30 0.25 -0.59
O 1.56870 1.26136 -1.49753 0.00 -1.17 1.26
Br 2.10994 -1.85241 -1.45596 -0.48 0.79 0.20
H 5.23880 -0.60840 4.87066 0.46 0.29 -0.12
H 6.56153 -0.31147 3.64547 -0.23 -0.02 0.68
H 6.09578 0.99256 4.81971 0.04 -0.52 -0.22
H 4.22890 1.57586 3.66927 0.22 -0.28 -0.77
H 3.22052 -0.66240 4.02797 0.15 -0.02 -0.68
H 2.36702 1.59637 2.32865 0.58 -0.61 0.62
H 1.07264 -0.96131 3.45124 -0.12 0.56 0.42
H 1.20267 0.44697 4.54441 -0.12 0.35 -0.57
H -0.81198 -0.31586 2.65761 -0.23 0.89 0.24
H -0.84013 1.39667 3.17478 0.50 0.08 -0.63
H 0.42449 1.81059 1.21982 0.15 -0.17 -0.12
H -0.32393 2.80749 -0.62550 -0.58 -0.18 -0.27
H -1.95622 2.89302 0.11234 0.14 -0.16 -0.61
H -1.74257 2.31823 -1.63132 0.06 -0.09 0.48
H -3.17860 0.83758 0.45490 -0.39 0.12 0.25
H 1.18771 -0.99138 1.25039 0.53 0.44 -0.28
H 1.46088 0.79293 -2.33534 -0.24 0.18 -0.32
C -2.49219 -2.05102 -5.46332 0.04 0.35 0.09
C -3.66819 -2.56740 -4.66055 0.29 -0.51 -0.58
O -3.90300 -1.74319 -3.50455 -0.21 0.29 0.48
C -4.59936 -0.62926 -3.72188 0.52 -1.06 -0.54
O -5.02212 -0.27833 -4.77656 -0.32 0.58 -0.04
C -4.81186 0.11567 -2.40791 -0.53 0.59 0.65
F -3.68682 0.18120 -1.66902 0.32 -0.08 -0.17
F -5.73338 -0.48032 -1.65360 -0.07 -0.36 -0.05
F -5.21659 1.36481 -2.59893 0.08 0.12 -0.36
H -1.60666 -1.96298 -4.83058 -0.01 -0.15 -0.01
H -2.26886 -2.72381 -6.29104 -0.03 -0.01 0.05
H -2.69753 -1.05990 -5.86982 -0.08 -0.08 -0.07
H -3.45132 -3.56617 -4.28432 -0.05 0.15 0.26
H -4.57009 -2.63931 -5.26897 -0.03 0.22 0.11
```
Positions in Å, forces in eV/Å.

Its total energy is -135448.90832 eV. As for the total charge: +1. The spin multiplicity is 1. The LUMO energy comes out at -3.091 eV.

Results of the Mulliken charge analysis, in e, for atoms 1 through 2: C -1.0678; C -0.5310

***

Question: The lowest LUMO energy belongs to which entry?
Answer: C12H22BrF3I2NO4P2

***

Question: Look up the LUMO energy of the fourth one.
Answer: -3.091 eV

***

Question: Which of these has the highest LUMO energy?
Answer: C12H22BCl2IN3O4